# C9H28N6

A 3-piece molecular cluster, C9H28N6 overall (ωB97M-V/def2-TZVPD, the OMol25 dataset).

gap between HOMO and LUMO = 5.47 eV
energy = -18707.93878 eV
total charge = +2

Last column: Mulliken charge in e.
Atoms and positions in Å:
C (0.323, 0.685, -0.180)  -0.912
C (2.490, 3.209, -3.445)  -0.930
C (0.059, -9.708, 2.082)  -0.776
C (-3.667, -7.254, 4.016)  -0.836
C (-2.683, 6.753, -1.332)  -0.816
C (-0.558, 7.915, -1.863)  -0.858
C (1.847, 0.927, -0.067)  -0.360
C (3.142, 4.122, -2.367)  -0.251
C (-1.818, -8.318, 2.982)  0.123
N (-1.229, -9.076, 2.098)  -0.213
N (-3.008, -7.920, 2.844)  -0.139
N (2.046, 2.266, -0.569)  -0.294
N (4.004, 3.356, -1.486)  0.374
N (-1.253, 6.869, -1.088)  -0.344
N (3.654, 2.632, -0.578)  -0.429
H (0.103, -0.064, -1.014)  0.244
H (-0.204, 0.199, 0.749)  0.298
H (-0.156, 1.668, -0.436)  0.283
H (2.015, 2.370, -2.867)  0.228
H (1.755, 3.860, -3.923)  0.319
H (3.136, 2.787, -4.134)  0.401
H (0.335, -10.410, 1.264)  0.284
H (0.826, -8.945, 2.007)  0.365
H (0.199, -10.205, 3.089)  0.292
H (-2.894, -6.781, 4.565)  0.336
H (-4.203, -6.461, 3.555)  0.366
H (-4.024, -7.949, 4.791)  0.334
H (-2.770, 6.295, -2.359)  0.276
H (-3.022, 6.027, -0.589)  0.294
H (-3.292, 7.654, -1.272)  0.303
H (0.401, 8.042, -1.478)  0.328
H (-0.561, 7.651, -2.939)  0.288
H (-1.091, 8.962, -1.825)  0.290
H (2.111, 0.838, 1.043)  0.285
H (2.524, 0.182, -0.456)  0.437
H (3.750, 4.876, -2.906)  0.350
H (2.403, 4.535, -1.654)  0.250
H (-1.339, -8.216, 3.903)  0.361
H (-1.467, -8.883, 1.137)  0.264
H (-3.419, -8.045, 1.933)  0.240
H (1.593, 2.845, 0.161)  0.329
H (5.020, 3.577, -1.385)  0.371
H (-1.074, 7.133, -0.006)  0.247